(1)
# C4H11N2O

A 2-piece molecular cluster, C4H11N2O overall at a distorted geometry (ωB97M-V/def2-TZVPD, the Open Molecules 2025 dataset).

For the energy above the lowest of the compared OMol25 structures with the same formula, charge and spin, the calculation gives 36.42 kcal/mol. The max |F| is 2.3 eV/A. As for the total charge: -1. The highest occupied orbital energy comes out at -2.825 eV. The calculation puts the frontier orbital gap at 6.944 eV. The calculation puts the LUMO energy at 4.12 eV.

Structure (XYZ):
```
18
C4H11N2O, DFT ωB97M-V/def2-TZVPD
N -0.703 2.654 -1.336
C -1.502 1.502 -0.833
O -0.914 0.308 -1.095
H 0.264 2.469 -1.084
H -0.728 2.630 -2.349
H -1.667 1.689 0.251
H -2.486 1.624 -1.329
C 1.108 0.150 2.124
C 0.426 -0.495 1.151
N 0.578 -1.850 0.838
C 0.489 -2.202 -0.586
H 1.929 -0.348 2.634
H 0.881 1.172 2.390
H -0.517 -0.136 0.775
H 1.364 -2.310 1.281
H 0.359 -3.286 -0.677
H -0.311 -1.646 -1.074
H 1.430 -1.925 -1.081
```

---

(2)
# C4H11N2O

An isolated ion of composition C4H11N2O and charge -1 at a distorted geometry (ωB97M-V/def2-TZVPD, the Open Molecules 2025 dataset).

For the energy above the lowest of the compared OMol25 structures with the same formula, charge and spin, the calculation gives 28.54 kcal/mol. The max |F| is 1.0 eV/A. As for the total charge: -1. The highest occupied orbital energy comes out at -2.184 eV. The calculation puts the frontier orbital gap at 5.874 eV. The calculation puts the LUMO energy at 3.69 eV.

Structure (XYZ):
```
18
C4H11N2O, DFT ωB97M-V/def2-TZVPD
C -0.656 -0.578 -0.466
C 0.389 -1.304 0.347
C -0.154 -2.199 1.491
O 0.820 -2.772 2.211
N -0.284 0.666 -1.155
C 0.309 1.685 -0.288
N 0.108 3.036 -0.776
H -1.086 -1.234 -1.221
H -1.505 -0.338 0.181
H 1.055 -1.959 -0.235
H 1.122 -0.628 0.814
H -0.874 -1.542 2.069
H -0.857 -2.945 1.009
H 0.361 0.500 -1.915
H -0.126 1.595 0.705
H 1.380 1.546 -0.137
H -0.807 3.134 -1.195
H 0.805 3.338 -1.439
```

---

(3)
# C4H11N2O

An isolated ion of composition C4H11N2O and charge -1 at a distorted geometry (ωB97M-V/def2-TZVPD, the Open Molecules 2025 dataset).

For the energy above the lowest of the compared OMol25 structures with the same formula, charge and spin, the calculation gives 88.20 kcal/mol. The max |F| is 4.3 eV/A. As for the total charge: -1. The highest occupied orbital energy comes out at -2.175 eV. The calculation puts the frontier orbital gap at 6.053 eV. The calculation puts the LUMO energy at 3.88 eV.

Structure (XYZ):
```
18
C4H11N2O, DFT ωB97M-V/def2-TZVPD
C -0.184 -0.509 -0.099
C -0.682 0.040 1.188
C -1.920 -1.080 1.548
O -1.416 -2.260 1.244
N 0.268 0.587 -1.044
C 1.603 0.928 -0.929
N 2.102 2.052 -1.810
H 0.813 -1.121 0.169
H -1.071 -1.290 -0.499
H 0.159 -0.193 1.916
H -1.038 1.126 1.315
H -1.941 -0.868 2.654
H -2.886 -0.950 1.084
H -0.298 0.737 -1.855
H 1.770 1.017 0.121
H 2.462 0.080 -1.163
H 2.207 2.917 -1.325
H 1.652 1.883 -2.643
```

---

(4)
# C4H11N2O

An isolated ion of composition C4H11N2O and charge -2 at a distorted geometry (ωB97M-V/def2-TZVPD, the Open Molecules 2025 dataset).

For the energy above the lowest of the compared OMol25 structures with the same formula, charge and spin, the calculation gives 52.16 kcal/mol. The max |F| is 6.0 eV/A. As for the total charge: -2. The highest occupied orbital energy (alpha / beta) comes out at 4.245 / 0.634 eV. The calculation puts the frontier orbital gap (alpha / beta) at 2.824 / 6.580 eV. As for the spin multiplicity: 2. The calculation puts the LUMO energy (alpha / beta) at 7.07 / 7.21 eV.

Structure (XYZ):
```
18
C4H11N2O, DFT ωB97M-V/def2-TZVPD
C 0.966 -0.878 -0.433
C -0.087 -1.130 0.638
C 0.182 -0.419 2.121
O -0.767 -0.788 2.949
N 0.752 0.520 -0.902
C -0.615 0.908 -0.863
N -1.005 1.862 -1.855
H 1.963 -0.993 -0.015
H 0.733 -1.562 -1.279
H -1.077 -1.031 0.540
H 0.039 -2.149 0.902
H 1.207 -0.834 2.322
H 0.090 0.648 1.865
H 1.375 1.039 -0.275
H -1.389 -0.065 -0.910
H -1.010 1.339 0.153
H -1.205 1.243 -2.701
H -0.153 2.290 -2.257
```

---

(5)
# C4H11N2O

A 2-piece molecular cluster, C4H11N2O overall (ωB97M-V/def2-TZVPD, the Open Molecules 2025 dataset).

For the energy above the lowest of the compared OMol25 structures with the same formula, charge and spin, the calculation gives 20.26 kcal/mol. The max |F| is 0.6 eV/A. As for the total charge: +1. The highest occupied orbital energy comes out at -14.393 eV. The calculation puts the frontier orbital gap at 11.463 eV. The calculation puts the LUMO energy at -2.93 eV.

Structure (XYZ):
```
18
C4H11N2O, DFT ωB97M-V/def2-TZVPD
C -0.578 -0.649 1.859
C -0.458 -1.666 0.768
N 0.118 -2.838 1.075
O -0.899 -1.440 -0.366
H -0.206 -1.007 2.817
H -1.623 -0.372 1.954
H 0.020 0.228 1.610
H 0.000 -3.608 0.433
H 0.237 -3.057 2.049
C -0.010 2.015 -1.279
C 1.061 2.687 -0.934
N 0.071 0.605 -1.712
H -1.018 2.403 -1.278
H 0.944 3.705 -0.597
H 2.058 2.264 -0.952
H 1.045 0.343 -1.857
H -0.348 -0.064 -0.994
H -0.412 0.450 -2.597
```

---

(6)
# C4H11N2O

An isolated ion of composition C4H11N2O and charge +1 at a distorted geometry (ωB97M-V/def2-TZVPD, the Open Molecules 2025 dataset).

For the energy above the lowest of the compared OMol25 structures with the same formula, charge and spin, the calculation gives 17.98 kcal/mol. The max |F| is 1.7 eV/A. As for the total charge: +1. The highest occupied orbital energy comes out at -14.845 eV. The calculation puts the frontier orbital gap at 11.780 eV. The calculation puts the LUMO energy at -3.06 eV.

Structure (XYZ):
```
18
C4H11N2O, DFT ωB97M-V/def2-TZVPD
O 1.893 0.627 0.874
C 1.397 -0.352 0.364
N 2.089 -1.517 0.152
C -0.033 -0.293 -0.209
N -0.625 0.887 0.528
C -1.891 0.629 1.268
C 0.008 -0.043 -1.716
H 3.071 -1.329 0.320
H 1.935 -2.048 -0.693
H -0.587 -1.176 0.088
H 0.132 1.285 1.113
H -0.790 1.659 -0.121
H -1.756 -0.259 1.880
H -2.128 1.473 1.907
H -2.704 0.472 0.563
H -0.031 1.013 -1.973
H 0.880 -0.503 -2.173
H -0.860 -0.526 -2.170
```

---

(7)
# C4H11N2O

A 2-piece molecular cluster, C4H11N2O overall at a distorted geometry (ωB97M-V/def2-TZVPD, the Open Molecules 2025 dataset).

For the energy above the lowest of the compared OMol25 structures with the same formula, charge and spin, the calculation gives 47.99 kcal/mol. The max |F| is 5.9 eV/A. As for the total charge: +1. The highest occupied orbital energy comes out at -14.324 eV. The calculation puts the frontier orbital gap at 10.349 eV. The calculation puts the LUMO energy at -3.98 eV.

Structure (XYZ):
```
18
C4H11N2O, DFT ωB97M-V/def2-TZVPD
C 2.318 -1.394 -0.020
C 0.255 1.774 0.176
C 0.702 0.407 -0.292
C -2.193 -0.463 0.608
N 1.620 -0.189 0.401
N -3.217 -0.058 -0.183
O -1.113 -0.942 0.279
H 3.115 -0.977 -0.731
H 2.662 -1.800 0.928
H -0.565 2.227 -0.493
H 1.080 2.489 0.046
H -0.153 1.716 1.269
H 0.276 0.051 -1.115
H -2.522 -0.419 1.588
H -3.176 -0.242 -1.203
H 2.012 0.334 1.268
H -3.822 0.573 0.318
H 1.624 -2.050 -0.555
```

---

(8)
# C4H11N2O

A 2-piece molecular cluster, C4H11N2O overall at a distorted geometry (ωB97M-V/def2-TZVPD, the Open Molecules 2025 dataset).

For the energy above the lowest of the compared OMol25 structures with the same formula, charge and spin, the calculation gives 170.59 kcal/mol. The max |F| is 3.2 eV/A. As for the total charge: +1. The highest occupied orbital energy (alpha / beta) comes out at -11.378 / -11.647 eV. The calculation puts the frontier orbital gap (alpha / beta) at 6.853 / 7.138 eV. The calculation puts the LUMO energy (alpha / beta) at -4.53 / -4.51 eV.

Structure (XYZ):
```
18
C4H11N2O, DFT ωB97M-V/def2-TZVPD
C -1.727 0.776 -0.494
C -0.919 0.440 0.599
C 1.842 -2.041 0.715
C 2.451 1.168 -0.536
N 1.502 -0.860 0.047
N -3.060 0.636 -0.514
O 2.561 0.001 -0.073
H -1.464 -0.102 1.310
H -0.065 -0.228 0.191
H -0.197 1.305 0.902
H 1.317 -2.926 0.235
H 3.000 -2.142 0.898
H 1.417 -1.866 1.736
H 3.270 1.940 -0.384
H 1.536 1.482 -0.916
H -1.200 1.076 -1.373
H -3.516 0.033 0.264
H -3.608 1.117 -1.269
```

---

(9)
# C4H11N2O

C4H11N2O as an isolated structure at a distorted geometry (ωB97M-V/def2-TZVPD, the Open Molecules 2025 dataset).

For the energy above the lowest of the compared OMol25 structures with the same formula, charge and spin, the calculation gives 66.32 kcal/mol. The max |F| is 4.4 eV/A. As for the total charge: +1. The highest occupied orbital energy comes out at -14.611 eV. The calculation puts the frontier orbital gap at 11.690 eV. The calculation puts the LUMO energy at -2.92 eV.

Structure (XYZ):
```
18
C4H11N2O, DFT ωB97M-V/def2-TZVPD
C 2.190 -0.246 0.036
C -1.329 -0.304 1.232
C -1.277 -0.709 -1.138
C 0.545 0.795 -0.085
N 3.284 0.471 -0.149
N -0.412 -0.309 0.078
O 1.934 -1.402 0.247
H -1.883 0.607 1.215
H -1.894 -1.284 1.200
H -0.847 -0.306 2.231
H -1.486 0.221 -1.605
H -0.570 -1.371 -1.723
H -2.173 -1.101 -0.635
H 0.732 1.194 -1.048
H 0.459 1.420 0.757
H 3.175 1.461 -0.086
H 4.199 0.121 0.268
H 0.347 -1.220 0.073
```

---

(10)
# C4H11N2O

An isolated ion of composition C4H11N2O and charge +1 at a distorted geometry (ωB97M-V/def2-TZVPD, the Open Molecules 2025 dataset).

For the energy above the lowest of the compared OMol25 structures with the same formula, charge and spin, the calculation gives 37.61 kcal/mol. The max |F| is 3.4 eV/A. As for the total charge: +1. The highest occupied orbital energy comes out at -14.795 eV. The calculation puts the frontier orbital gap at 11.466 eV. The calculation puts the LUMO energy at -3.33 eV.

Structure (XYZ):
```
18
C4H11N2O, DFT ωB97M-V/def2-TZVPD
O 0.006 -0.785 2.389
C -0.143 -1.131 1.224
N 0.023 -2.430 0.862
C -0.529 -0.079 0.195
N -0.543 1.284 1.130
C 0.242 1.056 -1.986
C 0.656 0.110 -0.858
H 0.689 -2.802 0.201
H -0.100 -3.026 1.679
H -1.534 -0.027 -0.271
H 0.073 1.942 0.685
H -0.002 0.892 2.016
H -1.549 1.691 1.168
H -0.182 2.032 -1.627
H -0.562 0.574 -2.610
H 1.084 1.335 -2.566
H 0.768 -0.924 -1.254
H 1.603 0.288 -0.378
```

---

(11)
# C4H11N2O

An isolated ion of composition C4H11N2O and charge +1 at a distorted geometry (ωB97M-V/def2-TZVPD, the Open Molecules 2025 dataset).

For the energy above the lowest of the compared OMol25 structures with the same formula, charge and spin, the calculation gives 61.82 kcal/mol. The max |F| is 4.8 eV/A. As for the total charge: +1. The highest occupied orbital energy comes out at -13.909 eV. The calculation puts the frontier orbital gap at 10.659 eV. The calculation puts the LUMO energy at -3.25 eV.

Structure (XYZ):
```
18
C4H11N2O, DFT ωB97M-V/def2-TZVPD
N 0.084 1.984 0.026
C -1.184 1.193 0.120
C -1.025 -0.221 0.668
N 0.409 -0.729 0.919
C 0.766 -1.807 -0.103
C 1.386 -1.127 -1.258
O 1.005 -0.114 -1.794
H 0.557 1.569 -0.801
H -0.045 2.941 -0.205
H 0.607 2.027 0.931
H -1.519 1.039 -0.904
H -2.030 1.867 0.509
H -1.603 -0.277 1.622
H -1.536 -0.850 -0.126
H 0.307 -1.040 1.857
H -0.051 -2.416 -0.328
H 1.520 -2.509 0.463
H 2.353 -1.531 -1.595
```

---

(12)
# C4H11N2O

An isolated ion of composition C4H11N2O and charge +1 at a distorted geometry (ωB97M-V/def2-TZVPD, the Open Molecules 2025 dataset).

For the energy above the lowest of the compared OMol25 structures with the same formula, charge and spin, the calculation gives 30.92 kcal/mol. The max |F| is 1.1 eV/A. As for the total charge: +1. The highest occupied orbital energy comes out at -13.553 eV. The calculation puts the frontier orbital gap at 10.070 eV. The calculation puts the LUMO energy at -3.48 eV.

Structure (XYZ):
```
18
C4H11N2O, DFT ωB97M-V/def2-TZVPD
C -0.920 0.239 0.851
C 1.518 0.647 0.174
C 2.725 0.133 -0.517
C -2.390 -1.161 -0.513
N 0.446 -0.087 0.268
N -1.976 0.155 -0.062
O 1.617 1.839 0.654
H -1.069 -0.497 1.650
H -0.879 1.240 1.290
H 3.490 0.905 -0.531
H 2.493 -0.164 -1.538
H 3.119 -0.742 0.002
H -1.705 -1.618 -1.238
H -2.483 -1.819 0.351
H -3.369 -1.073 -0.980
H 0.479 -1.016 -0.138
H -1.929 0.814 -0.827
H 0.833 2.204 1.104
```

---

(13)
# C4H11N2O

A 2-piece molecular cluster, C4H11N2O overall at a distorted geometry (ωB97M-V/def2-TZVPD, the Open Molecules 2025 dataset).

For the energy above the lowest of the compared OMol25 structures with the same formula, charge and spin, the calculation gives 94.15 kcal/mol. The max |F| is 4.9 eV/A. As for the total charge: +1. The highest occupied orbital energy comes out at -12.565 eV. The calculation puts the frontier orbital gap at 9.267 eV. The calculation puts the LUMO energy at -3.30 eV.

Structure (XYZ):
```
18
C4H11N2O, DFT ωB97M-V/def2-TZVPD
C 3.042 -1.452 -0.342
C 2.182 -0.378 0.125
C 0.979 -0.432 0.704
C -2.774 1.347 -0.508
N -2.721 0.803 -1.612
N -2.419 0.286 0.442
O 0.279 0.741 0.910
H 2.597 -2.342 -0.148
H 4.013 -1.278 0.016
H 2.572 0.514 -0.203
H 0.647 -1.367 0.982
H -3.031 2.200 0.048
H 3.238 -1.564 -1.432
H -2.920 1.319 -2.453
H -2.891 0.123 1.325
H -2.242 -0.607 -0.070
H -1.418 0.655 0.921
H 0.868 1.434 1.295
```